Formula: C50H85N11
Source: OMol25
Level of theory: ωB97M-V/def2-TZVPD

As for the energy relative to the best compared isomer or geometry (same formula, charge and spin): 193.0 kJ/mol. The frontier orbital gap comes out at 8.45 eV. Its LUMO energy is 0.58 eV. Its SMILES is c1cc[nH]c1.c1cc[nH]c1.c1cc[nH]c1.c1cc[nH]c1.c1cc[nH]c1.c1cc[nH]c1.c1cc[nH]c1.c1cc[nH]c1.CCN(CC)CC.CCN(CC)CC.CCN(CC)CC.

Bonds (Å) are listed after each position.
Positions of all 146 atoms, in Å:
1 C 12.898 12.576 -5.514  C2 1.433, C5 1.371, H6 1.079
2 C 12.546 11.223 -5.195  C1 1.433, C3 1.337, H7 1.076
3 C 13.156 10.441 -6.091  C2 1.337, N4 1.378, H8 1.075
4 N 13.960 11.228 -6.887  C3 1.378, C5 1.348, H9 0.999
5 C 13.868 12.509 -6.479  C1 1.371, N4 1.348, H10 1.077
6 H 12.661 13.466 -4.952  C1 1.079
7 H 11.926 10.837 -4.405  C2 1.076
8 H 13.154 9.369 -6.162  C3 1.075
9 H 14.593 10.876 -7.576  N4 0.999
10 H 14.535 13.289 -6.809  C5 1.077
11 C 22.183 14.556 -1.997  C12 1.438, C15 1.361, H16 1.078
12 C 23.597 14.582 -1.731  C11 1.438, C13 1.360, H17 1.077
13 C 24.153 13.526 -2.381  C12 1.360, N14 1.376, H18 1.076
14 N 23.151 12.912 -3.096  C13 1.376, C15 1.372, H19 1.000
15 C 21.955 13.551 -2.887  C11 1.361, N14 1.372, H20 1.077
16 H 21.371 15.211 -1.728  C11 1.078
17 H 24.095 15.276 -1.075  C12 1.077
18 H 25.153 13.138 -2.459  C13 1.076
19 H 23.270 12.235 -3.822  N14 1.000
20 H 21.003 13.152 -3.194  C15 1.077
21 C 15.423 9.604 -2.258  C22 1.419, C25 1.366, H26 1.075
22 C 16.720 10.165 -2.389  C21 1.419, C23 1.361, H27 1.077
23 C 16.584 11.519 -2.409  C22 1.361, N24 1.361, H28 1.075
24 N 15.247 11.775 -2.419  C23 1.361, C25 1.358, H29 1.004
25 C 14.536 10.640 -2.191  C21 1.366, N24 1.358, H30 1.076
26 H 15.203 8.552 -2.245  C21 1.075
27 H 17.600 9.545 -2.416  C22 1.077
28 H 17.254 12.354 -2.493  C23 1.075
29 H 14.867 12.697 -2.532  N24 1.004
30 H 13.463 10.728 -2.213  C25 1.076
31 C 17.989 19.459 -1.203  C32 1.429, C35 1.352, H36 1.079
32 C 18.570 20.609 -0.583  C31 1.429, C33 1.364, H37 1.074
33 C 18.778 21.529 -1.569  C32 1.364, N34 1.369, H38 1.078
34 N 18.317 20.992 -2.741  C33 1.369, C35 1.375, H39 0.999
35 C 17.816 19.731 -2.516  C31 1.352, N34 1.375, H40 1.075
36 H 17.646 18.583 -0.675  C31 1.079
37 H 18.795 20.757 0.456  C32 1.074
38 H 19.166 22.531 -1.492  C33 1.078
39 H 18.374 21.443 -3.631  N34 0.999
40 H 17.372 19.163 -3.312  C35 1.075
41 C 16.915 13.993 -8.717  C42 1.429, C45 1.346, H46 1.077
42 C 17.986 14.412 -7.869  C41 1.429, C43 1.376, H47 1.074
43 C 18.917 14.998 -8.696  C42 1.376, N44 1.360, H48 1.079
44 N 18.347 15.149 -9.922  C43 1.360, C45 1.379, H49 0.999
45 C 17.127 14.506 -9.943  C41 1.346, N44 1.379, H50 1.073
46 H 16.096 13.359 -8.421  C41 1.077
47 H 18.188 14.227 -6.830  C42 1.074
48 H 19.932 15.332 -8.545  C43 1.079
49 H 18.799 15.479 -10.750  N44 0.999
50 H 16.542 14.492 -10.842  C45 1.073
51 C 13.873 17.047 -7.958  C52 1.441, C55 1.384, H56 1.078
52 C 13.136 18.254 -8.232  C51 1.441, C53 1.384, H57 1.077
53 C 11.794 17.925 -8.320  C52 1.384, N54 1.380, H58 1.074
54 N 11.690 16.581 -8.025  C53 1.380, C55 1.383, H59 0.999
55 C 12.948 16.019 -7.898  C51 1.384, N54 1.383, H60 1.077
56 H 14.944 16.953 -7.879  C51 1.078
57 H 13.542 19.241 -8.374  C52 1.077
58 H 10.866 18.457 -8.418  C53 1.074
59 H 10.833 16.085 -7.889  N54 0.999
60 H 13.076 14.963 -7.738  C55 1.077
61 C 16.567 12.118 2.580  C62 1.424, C65 1.373, H66 1.076
62 C 15.649 11.287 3.284  C61 1.424, C63 1.363, H67 1.077
63 C 15.146 10.392 2.388  C62 1.363, N64 1.372, H68 1.075
64 N 15.758 10.614 1.180  C63 1.372, C65 1.351, H69 1.006
65 C 16.618 11.650 1.290  C61 1.373, N64 1.351, H70 1.076
66 H 17.151 12.900 3.032  C61 1.076
67 H 15.287 11.386 4.293  C62 1.077
68 H 14.434 9.592 2.479  C63 1.075
69 H 15.596 10.099 0.331  N64 1.006
70 H 17.154 12.032 0.438  C65 1.076
71 C 19.343 15.816 1.778  C72 1.438, C75 1.369, H76 1.078
72 C 20.401 14.932 2.185  C71 1.438, C73 1.368, H77 1.075
73 C 21.579 15.504 1.790  C72 1.368, N74 1.381, H78 1.078
74 N 21.266 16.646 1.078  C73 1.381, C75 1.371, H79 0.999
75 C 19.910 16.847 1.078  C71 1.369, N74 1.371, H80 1.077
76 H 18.297 15.600 1.924  C71 1.078
77 H 20.241 13.993 2.683  C72 1.075
78 H 22.603 15.168 1.786  C73 1.078
79 H 21.900 17.337 0.735  N74 0.999
80 H 19.505 17.782 0.728  C75 1.077
81 C 7.289 20.097 -1.465  C82 1.549, H88 1.096, H89 1.083, H90 1.093
82 C 8.207 19.245 -2.376  C81 1.549, N83 1.434, H91 1.111, H92 1.089
83 N 8.782 19.991 -3.457  C82 1.434, C84 1.467, C86 1.425
84 C 9.396 19.137 -4.480  N83 1.467, C85 1.533, H93 1.109, H94 1.093
85 C 9.545 19.844 -5.832  C84 1.533, H95 1.087, H96 1.113, H97 1.090
86 C 9.564 21.115 -3.065  N83 1.425, C87 1.517, H98 1.092, H99 1.092
87 C 10.786 20.762 -2.238  C86 1.517, H100 1.087, H101 1.090, H102 1.099
88 H 6.418 19.518 -1.138  C81 1.096
89 H 6.934 20.992 -1.962  C81 1.083
90 H 7.791 20.318 -0.520  C81 1.093
91 H 9.009 18.826 -1.731  C82 1.111
92 H 7.717 18.358 -2.777  C82 1.089
93 H 10.355 18.715 -4.118  C84 1.109
94 H 8.712 18.301 -4.648  C84 1.093
95 H 9.627 19.182 -6.690  C85 1.087
96 H 8.545 20.292 -6.020  C85 1.113
97 H 10.168 20.732 -5.937  C85 1.090
98 H 8.924 21.768 -2.468  C86 1.092
99 H 9.812 21.694 -3.956  C86 1.092
100 H 11.381 21.600 -1.886  C87 1.087
101 H 11.437 20.041 -2.733  C87 1.090
102 H 10.439 20.259 -1.324  C87 1.099
103 C 21.609 15.153 -5.815  C104 1.535, H110 1.085, H111 1.095, H112 1.094
104 C 22.464 16.417 -5.642  C103 1.535, N105 1.452, H113 1.099, H114 1.094
105 N 21.928 17.629 -6.234  C104 1.452, C106 1.445, C108 1.468
106 C 20.518 17.834 -5.989  N105 1.445, C107 1.522, H115 1.089, H116 1.091
107 C 20.309 18.290 -4.552  C106 1.522, H117 1.098, H118 1.105, H119 1.090
108 C 22.227 17.732 -7.668  N105 1.468, C109 1.498, H120 1.105, H121 1.092
109 C 22.297 19.155 -8.132  C108 1.498, H122 1.084, H123 1.096, H124 1.098
110 H 22.098 14.238 -5.498  C103 1.085
111 H 21.301 15.038 -6.859  C103 1.095
112 H 20.723 15.273 -5.186  C103 1.094
113 H 22.615 16.607 -4.570  C104 1.099
114 H 23.486 16.264 -5.999  C104 1.094
115 H 20.281 18.726 -6.567  C106 1.089
116 H 19.880 16.971 -6.181  C106 1.091
117 H 19.258 18.436 -4.269  C107 1.098
118 H 20.648 17.517 -3.839  C107 1.105
119 H 20.851 19.193 -4.272  C107 1.090
120 H 21.519 17.128 -8.263  C108 1.105
121 H 23.215 17.287 -7.808  C108 1.092
122 H 23.259 19.598 -7.898  C109 1.084
123 H 21.488 19.775 -7.729  C109 1.096
124 H 22.090 19.231 -9.207  C109 1.098
125 C 18.533 14.983 -2.014  C126 1.499, H132 1.094, H133 1.094, H134 1.097
126 C 17.175 15.262 -1.445  C125 1.499, N127 1.415, H135 1.109, H136 1.099
127 N 16.349 15.954 -2.361  C126 1.415, C128 1.466, C130 1.476
128 C 15.103 16.408 -1.735  N127 1.466, C129 1.533, H137 1.106, H138 1.093
129 C 14.434 17.445 -2.645  C128 1.533, H139 1.101, H140 1.095, H141 1.086
130 C 16.265 15.301 -3.682  N127 1.476, C131 1.496, H142 1.099, H143 1.096
131 C 16.812 16.192 -4.753  C130 1.496, H144 1.097, H145 1.092, H146 1.092
132 H 19.217 14.498 -1.310  C125 1.094
133 H 19.026 15.919 -2.292  C125 1.094
134 H 18.527 14.321 -2.889  C125 1.097
135 H 16.740 14.381 -0.929  C126 1.109
136 H 17.353 15.974 -0.627  C126 1.099
137 H 14.405 15.584 -1.499  C128 1.106
138 H 15.439 16.977 -0.864  C128 1.093
139 H 14.094 16.996 -3.590  C129 1.101
140 H 13.473 17.835 -2.295  C129 1.095
141 H 15.122 18.260 -2.852  C129 1.086
142 H 15.223 15.053 -3.925  C130 1.099
143 H 16.778 14.334 -3.647  C130 1.096
144 H 16.161 17.063 -4.901  C131 1.097
145 H 16.885 15.709 -5.728  C131 1.092
146 H 17.755 16.661 -4.465  C131 1.092

Mulliken atomic charge list, values in e, 6 entries: -0.76 -0.58 -0.69 0.03 -0.13 0.57